Model w:
Density functional theory data (wB97M-V/def2-TZVPD) for a 9-piece molecular cluster, C14H46O9 overall.

**LUMO**: 0.117 eV
**HOMO**: -9.80 eV
**Kohn-Sham gap**: 9.91 eV
**SMILES**: CCO.CCO.CCO.CCO.CCO.CO.CO.CO.CO

```
69
Properties=species:S:1:pos:R:3:nbo_charge:R:1
O -13.93411 2.40183 -14.40223 -0.73
O -11.44817 4.29288 -8.51436 -0.72
O -4.76946 0.81964 -13.16139 -0.70
O -14.33995 -0.85263 -10.52364 -0.70
O -8.04802 2.62784 -17.95856 -0.71
O -10.50953 5.14036 -13.17756 -0.77
O -9.97174 5.86354 -15.80656 -0.75
O -12.01656 6.99105 -11.92404 -0.74
O -5.94805 5.89468 -12.21428 -0.72
C -10.66519 3.95905 -12.40854 -0.07
C -6.81902 6.04241 -13.32016 -0.07
C -13.98680 0.15948 -11.32596 -0.05
C -10.15373 2.74272 -13.23645 -0.64
C -6.03551 1.44055 -12.94463 -0.08
C -7.79060 7.21085 -13.04584 -0.63
C -7.08787 0.47777 -12.46013 -0.65
C -12.88835 -0.24332 -12.32474 -0.64
C -13.84702 7.96610 -13.08363 -0.64
C -8.04602 1.95790 -16.76754 -0.24
C -13.33142 6.72376 -12.32575 -0.06
C -13.42193 3.47945 -15.16788 -0.26
C -10.80957 6.93207 -15.99111 -0.25
C -10.16920 4.83981 -8.79512 -0.26
H -8.91841 2.16782 -16.14870 0.15
H -6.34130 1.63816 -13.97203 0.18
H -12.49799 3.21105 -15.68013 0.17
H -13.57176 8.92392 -12.64213 0.21
H -13.97030 6.50484 -11.47018 0.16
H -9.35907 4.25060 -9.22479 0.19
H -14.83264 0.60821 -11.84683 0.15
H -15.02254 -0.46243 -9.97281 0.47
H -14.06492 3.67608 -16.02579 0.17
H -10.37699 7.65345 -16.68437 0.17
H -12.59169 0.39213 -13.15918 0.22
H -14.93288 7.96061 -13.17820 0.22
H -12.02397 7.77164 -11.36528 0.48
H -8.56641 6.96233 -12.32165 0.20
H -11.95234 -0.51617 -11.83737 0.21
H -4.42941 0.64693 -12.28041 0.46
H -8.11210 0.87240 -16.84114 0.17
H -10.25325 3.96541 -11.39940 0.17
H -11.71752 6.48017 -16.39048 0.16
H -10.36826 5.55025 -9.59746 0.16
H -7.01490 0.17614 -11.41525 0.20
H -10.29361 1.78177 -12.74135 0.22
H -10.64946 2.51419 -14.17991 0.21
H -7.09334 -0.46934 -12.99965 0.22
H -11.11365 5.70329 -12.68793 0.50
H -10.98503 7.50902 -15.08312 0.15
H -6.39789 5.34492 -11.56852 0.46
H -14.04215 1.65237 -14.99236 0.47
H -8.29332 7.43676 -13.98623 0.21
H -5.98684 2.34910 -12.34441 0.16
H -10.13577 5.63880 -14.88777 0.50
H -13.60321 0.96409 -10.69861 0.14
H -11.72943 3.82335 -12.21598 0.16
H -9.81814 5.43121 -7.94949 0.17
H -13.04741 4.35866 -14.64364 0.19
H -13.29618 5.82158 -12.93644 0.18
H -13.31110 -1.12331 -12.80952 0.21
H -6.14585 6.36307 -14.11521 0.18
H -8.13570 0.75506 -12.57533 0.22
H -12.01616 5.02320 -8.25819 0.47
H -7.44370 5.16148 -13.46792 0.17
H -7.11622 2.10976 -16.21934 0.16
H -9.12679 2.90416 -13.56421 0.21
H -7.26939 8.12453 -12.76009 0.21
H -7.73648 3.51033 -17.74467 0.47
H -13.42361 7.98865 -14.08778 0.22
```


Model x:
Density functional theory data (wB97M-V/def2-TZVPD) for a 9-piece molecular cluster, C14H46O9 overall.

**LUMO**: 0.380 eV
**HOMO**: -9.30 eV
**Kohn-Sham gap**: 9.68 eV
**SMILES**: CCO.CCO.CCO.CCO.CCO.CO.CO.CO.CO

```
69
Properties=species:S:1:pos:R:3:nbo_charge:R:1
O -18.17460 -5.39897 -23.94165 -0.72
O -20.62964 -0.74952 -21.69676 -0.76
O -19.91813 -1.88315 -26.16562 -0.75
O -24.97688 -1.33675 -21.73048 -0.75
O -22.06536 4.01671 -22.93279 -0.76
O -19.67220 0.74720 -25.86672 -0.76
O -23.76626 -3.63157 -20.49444 -0.74
O -21.76453 -0.01353 -24.13105 -0.77
O -20.23493 2.05169 -21.99579 -0.78
C -18.52830 3.34435 -23.00181 -0.64
C -20.41200 -4.95122 -24.36733 -0.64
C -23.27234 -4.21928 -22.79429 -0.64
C -24.77917 0.00673 -19.70320 -0.63
C -23.84712 -4.65928 -21.45134 -0.06
C -20.03354 2.09898 -25.81217 -0.28
C -21.74812 -0.91000 -20.85445 -0.08
C -18.96417 1.91097 -22.67316 -0.06
C -22.81204 -0.92377 -24.18300 -0.27
C -25.72152 -0.64726 -20.74004 -0.05
C -19.50872 -2.06325 -27.50306 -0.25
C -23.16925 3.09820 -22.97657 -0.26
C -21.24492 -0.35138 -19.47191 -0.63
C -19.05598 -5.29998 -25.00318 -0.07
H -24.89030 -4.85397 -21.56473 0.16
H -21.28476 3.55103 -22.53709 0.50
H -23.74559 -4.10618 -19.70039 0.48
H -22.21013 -3.95973 -22.61608 0.22
H -20.54740 -1.10981 -19.06294 0.21
H -20.80449 2.27795 -25.04818 0.20
H -19.10525 1.30983 -23.55200 0.15
H -24.15417 3.50633 -23.26999 0.18
H -19.77487 -0.93484 -26.05508 0.48
H -20.57931 1.15732 -21.89416 0.50
H -23.06092 2.18018 -23.58830 0.16
H -17.55098 3.40359 -23.49746 0.21
H -26.38504 -1.30150 -20.24077 0.15
H -24.54583 -2.07323 -21.30946 0.49
H -20.35906 -1.92727 -28.12448 0.17
H -23.41737 -5.57880 -21.01052 0.16
H -24.21918 -0.78783 -19.26078 0.20
H -20.74407 0.60518 -19.59591 0.21
H -20.55892 -5.54297 -23.42959 0.21
H -19.20176 -3.15841 -27.71208 0.17
H -20.50661 2.21455 -26.78458 0.19
H -26.33749 0.09221 -21.22456 0.17
H -19.27161 3.72181 -23.65625 0.21
H -23.90151 -3.40288 -23.16895 0.22
H -21.39362 0.22300 -24.97807 0.49
H -19.19677 -6.26021 -25.37936 0.16
H -23.13909 2.56944 -22.04986 0.16
H -21.37335 -5.16791 -24.92279 0.20
H -18.74767 0.68303 -25.67301 0.49
H -18.71749 -4.70989 -25.85158 0.17
H -20.94348 -0.81291 -22.60031 0.50
H -23.31375 -5.03011 -23.50092 0.22
H -22.12734 -0.21292 -18.87224 0.20
H -22.06421 -1.98516 -20.70252 0.18
H -20.35881 -3.87985 -24.15007 0.21
H -23.68719 -0.45784 -24.70123 0.17
H -17.58314 -4.65371 -23.87684 0.47
H -24.17385 0.65973 -20.27562 0.21
H -22.45899 -1.82938 -24.72670 0.18
H -22.56480 -0.30216 -21.18008 0.17
H -19.23060 2.82515 -25.59712 0.19
H -18.45587 3.98129 -22.09443 0.22
H -18.31732 1.34809 -21.96723 0.18
H -25.33128 0.58609 -18.94197 0.21
H -18.66285 -1.37298 -27.70893 0.16
H -23.13773 -1.22544 -23.15884 0.21
```


model x is the most stable structure; the next one sits 18.6 kcal/mol above it.


Model w:
Density functional theory data (wB97M-V/def2-TZVPD) for one molecule with the formula C4H9NO.

**LUMO**: 0.937 eV
**HOMO**: -9.62 eV
**Kohn-Sham gap**: 10.56 eV
**SMILES**: CCNC(C)=O

```
15
Properties=species:S:1:pos:R:3:nbo_charge:R:1
O 0.78800 -1.67408 0.67471 -0.62
N 0.18902 -0.11234 -0.86354 -0.62
C -1.93668 0.46998 0.19700 -0.62
C -1.22570 -0.45114 -0.79309 -0.23
C 2.26444 0.18736 0.41122 -0.71
C 1.02923 -0.63211 0.08851 0.68
H -1.93458 1.50523 -0.16567 0.20
H 3.16999 -0.34379 0.10756 0.24
H -1.27831 -1.49160 -0.46557 0.23
H -1.67080 -0.38632 -1.79173 0.19
H -2.97491 0.16984 0.36750 0.22
H 0.40727 0.81556 -1.19957 0.38
H 2.26499 1.18640 -0.03723 0.20
H 2.29032 0.28966 1.49948 0.24
H -1.41267 0.44666 1.15921 0.21
```


Model x:
Density functional theory data (wB97M-V/def2-TZVPD) for one molecule with the formula C4H9NO.

**LUMO**: 0.959 eV
**HOMO**: -9.85 eV
**Kohn-Sham gap**: 10.81 eV
**SMILES**: CC/N=C\OC

```
15
Properties=species:S:1:pos:R:3:nbo_charge:R:1
O -0.90607 -0.99480 -0.20155 -0.55
N 0.08527 0.52527 1.24161 -0.44
C 2.35067 0.33498 0.31195 -0.61
C 0.96242 0.94567 0.15124 -0.25
C -2.18845 -0.86747 -0.79908 -0.26
C -0.78036 -0.35617 0.99775 0.39
H -2.04839 -1.07772 -1.86440 0.20
H -2.56353 0.15658 -0.67372 0.18
H 0.55871 0.68915 -0.83769 0.18
H 2.30511 -0.75843 0.26874 0.21
H -1.48662 -0.67874 1.77239 0.15
H 3.01210 0.68393 -0.48865 0.21
H -2.91490 -1.57120 -0.36763 0.18
H 1.04079 2.03779 0.20002 0.19
H 2.78814 0.62283 1.27282 0.21
```


model w is the most stable structure; the next one sits 35.0 kcal/mol above it.


Model w:
Density functional theory data (wB97M-V/def2-TZVPD) for one molecule with the formula C4H9NO.

**LUMO**: 0.879 eV
**HOMO**: -9.60 eV
**Kohn-Sham gap**: 10.48 eV
**SMILES**: CCC(=O)NC

```
15
Properties=species:S:1:pos:R:3:nbo_charge:R:1
O -0.26413 -0.11468 -1.54369 -0.60
N 1.11676 -0.76019 0.15870 -0.63
C -0.45310 1.01394 0.56747 -0.51
C 0.10539 -0.03520 -0.39635 0.69
C -1.71767 1.68831 0.06090 -0.61
C 1.53815 -2.05122 -0.33729 -0.42
H 1.67681 -0.39516 0.90799 0.39
H 2.52078 -2.00926 -0.81377 0.20
H 0.22994 1.80710 0.85112 0.23
H -1.53749 2.56996 -0.55028 0.21
H 1.40536 -2.81650 0.43063 0.20
H -2.36502 1.03137 -0.53190 0.22
H -0.74016 0.46625 1.46210 0.21
H 0.87023 -2.32138 -1.15387 0.23
H -2.38585 1.92666 0.88825 0.21
```


Model x:
Density functional theory data (wB97M-V/def2-TZVPD) for one molecule with the formula C4H9NO.

**LUMO**: 0.868 eV
**HOMO**: -9.70 eV
**Kohn-Sham gap**: 10.57 eV
**SMILES**: CC(C)C(N)=O

```
15
Properties=species:S:1:pos:R:3:nbo_charge:R:1
O 1.23009 1.84263 0.12434 -0.61
N 2.08943 -0.22083 -0.20183 -0.83
C -1.39263 1.06594 0.20238 -0.60
C -0.35293 0.07776 -0.32920 -0.32
C 1.04683 0.66344 -0.11742 0.68
C -0.50454 -1.33227 0.27044 -0.61
H 0.05751 -2.09527 -0.29017 0.20
H -2.39542 0.73144 -0.08452 0.20
H 3.01332 0.18643 -0.21157 0.40
H -1.55864 -1.62976 0.25106 0.22
H -1.20356 2.07336 -0.19178 0.24
H -0.16319 -1.35609 1.31273 0.22
H -1.34611 1.12875 1.29741 0.21
H 1.96404 -1.13049 -0.61297 0.39
H -0.48420 -0.00503 -1.41888 0.22
```


model x is the most stable structure; the next one sits 14.8 kcal/mol above it.


Model w:
Density functional theory data (wB97M-V/def2-TZVPD) for one molecule with the formula C4H9NO.

**LUMO**: 0.856 eV
**HOMO**: -9.43 eV
**Kohn-Sham gap**: 10.28 eV
**SMILES**: CC(C)C(N)=O

```
15
Properties=species:S:1:pos:R:3:nbo_charge:R:1
O 0.36969 -0.38158 -1.98630 -0.63
N -1.57232 0.39037 -1.30181 -0.82
C 0.38600 0.21772 0.29412 -0.32
C -0.67243 0.28645 1.48566 -0.62
C -0.26462 0.09703 -1.06210 0.66
C 1.66350 -0.85363 0.01889 -0.59
H -2.04236 1.12816 -0.81130 0.39
H 1.32834 -1.88024 0.19478 0.21
H -0.21921 0.32761 2.48404 0.22
H 2.12500 -0.89819 -1.00174 0.26
H 2.46905 -0.54073 0.67014 0.19
H -1.39809 -0.53473 1.48569 0.22
H -1.78924 0.25709 -2.28168 0.40
H -1.29528 1.21094 1.44409 0.21
H 0.91198 1.17373 0.36752 0.22
```


Model x:
Density functional theory data (wB97M-V/def2-TZVPD) for C4H9NO as an isolated structure.

**LUMO (alpha / beta)**: 0.108 / 0.108 eV
**HOMO (alpha / beta)**: -8.59 / -8.59 eV
**Kohn-Sham gap (alpha / beta)**: 8.70 / 8.70 eV

```
15
Properties=species:S:1:pos:R:3:nbo_charge:R:1
O 1.04102 -1.60279 0.13658 -0.61
N -0.24147 0.40511 -1.14150 -0.68
C 2.13752 0.54738 0.26016 -0.67
C 0.95022 -0.39229 0.14850 0.47
C -1.97902 -0.86132 0.03246 -0.70
C -1.19003 0.38134 -0.20160 0.21
H 2.88168 0.27638 -0.48920 0.23
H -2.71431 -0.96451 -0.77015 0.25
H 0.07412 1.34871 -1.34732 0.35
H -1.70385 1.30621 0.08499 0.18
H -2.50838 -0.81868 0.98442 0.22
H 0.10651 0.09526 0.92679 0.02
H -1.32491 -1.73356 -0.00807 0.27
H 1.88000 1.59889 0.14245 0.21
H 2.59090 0.41386 1.24149 0.24
```


model w is the most stable structure; the next one sits 62.3 kcal/mol above it.


Model w:
Density functional theory data (wB97M-V/def2-TZVPD) for one molecule with the formula C3H5ClS.

**LUMO**: 0.842 eV
**HOMO**: -8.67 eV
**Kohn-Sham gap**: 9.52 eV
**SMILES**: CS/C=C\Cl

```
10
Properties=species:S:1:pos:R:3:nbo_charge:R:1
Cl -1.21367 -1.81684 -0.52052 -0.05
S 1.49282 0.26821 -0.21060 0.24
C 0.55268 -0.43271 1.01159 -0.44
C -0.57060 -1.08433 0.96997 -0.21
C 0.13269 1.11908 -1.19041 -0.70
H -0.48149 1.37575 -0.34763 0.23
H 0.85643 -0.28281 2.03996 0.23
H 0.58919 1.94742 -1.70614 0.22
H -1.08612 -1.50587 1.92975 0.23
H -0.27191 0.41211 -1.97597 0.23
```


Model x:
Density functional theory data (wB97M-V/def2-TZVPD) for one molecule with the formula C3H5ClS.

**LUMO**: -0.277 eV
**HOMO**: -8.86 eV
**Kohn-Sham gap**: 8.58 eV
**SMILES**: CC(=S)CCl

```
10
Properties=species:S:1:pos:R:3:nbo_charge:R:1
Cl 2.06186 -0.80571 -0.63296 -0.04
S -1.67452 -1.31840 -0.50829 0.07
C -0.53718 -0.25621 -0.09239 -0.06
C -0.51134 1.19266 -0.36628 -0.71
C 0.76433 -0.87513 0.58673 -0.44
H 1.05692 -0.56377 1.53198 0.22
H -1.03805 1.55036 -1.26483 0.25
H 0.43570 -1.91314 0.66895 0.24
H -1.12230 1.54813 0.46389 0.25
H 0.56457 1.44121 -0.38683 0.23
```


Model y:
Density functional theory data (wB97M-V/def2-TZVPD) for one molecule with the formula C3H5ClS.

**LUMO**: 0.825 eV
**HOMO**: -9.27 eV
**Kohn-Sham gap**: 10.09 eV
**SMILES**: C=C(Cl)CS

```
10
Properties=species:S:1:pos:R:3:nbo_charge:R:1
Cl -1.46750 0.18952 -1.12057 -0.01
S 1.09963 1.03538 1.26837 0.01
C 0.14378 -0.43866 1.05624 -0.58
C -0.14471 -0.76360 -0.44516 -0.01
C 0.79010 -1.51587 -1.06620 -0.42
H -0.74343 -0.33348 1.60148 0.22
H 1.08790 -1.54409 -2.12453 0.22
H 0.74321 -1.31377 1.41839 0.24
H 1.44564 -2.17716 -0.52194 0.21
H 0.08508 1.88923 1.11319 0.12
```


model x is the most stable structure; the next one sits 4.7 kcal/mol above it.